[1]
C23H22N2O3S2 | ωB97M-V/def2-TZVPD

Element x y z (Å)
O  0.051  -2.222  -2.314
C  -0.137  -1.204  -1.673
C  -1.517  -0.783  -1.293
C  -2.262  0.229  -1.826
C  -3.571  0.292  -1.304
C  -3.809  -0.687  -0.365
S  -2.421  -1.707  -0.152
C  -5.022  -0.868  0.398
C  -5.352  -2.077  1.015
C  -6.535  -2.199  1.719
C  -7.409  -1.127  1.827
C  -7.083  0.085  1.239
C  -5.906  0.202  0.533
S  -5.411  1.791  -0.132
O  -6.576  2.583  -0.414
O  -4.413  2.353  0.738
C  -4.600  1.289  -1.688
N  0.853  -0.367  -1.300
C  0.722  0.732  -0.371
C  1.491  0.393  0.921
N  2.877  0.056  0.688
C  3.745  1.190  0.416
C  5.192  0.786  0.534
C  6.118  1.141  -0.435
C  7.447  0.772  -0.306
C  7.859  0.038  0.792
C  6.938  -0.325  1.761
C  5.614  0.050  1.635
C  2.978  -1.015  -0.284
C  2.230  -0.712  -1.592
H  -1.886  0.908  -2.571
H  -4.672  -2.912  0.932
H  -6.779  -3.141  2.188
H  -8.335  -1.233  2.371
H  -7.727  0.947  1.311
H  -4.171  2.165  -2.165
H  -5.391  0.870  -2.309
H  -0.328  0.914  -0.143
H  1.142  1.633  -0.831
H  1.433  1.233  1.615
H  1.016  -0.476  1.389
H  3.574  1.647  -0.572
H  3.530  1.951  1.174
H  5.802  1.713  -1.297
H  8.159  1.056  -1.067
H  8.894  -0.253  0.891
H  7.256  -0.899  2.619
H  4.887  -0.232  2.382
H  4.032  -1.204  -0.493
H  2.546  -1.913  0.167
H  2.226  -1.587  -2.243
H  2.700  0.126  -2.117

## Properties
Relative energy (zero: lowest compared OMol25 entry of this formula, charge and spin) = 35.9 kJ/mol
Total charge = 0
SMILES string = O=C(c1cc2c(s1)-c1ccccc1S(=O)(=O)C2)N1CCN(Cc2ccccc2)CC1
2S+1 = 1
Orbital gap = 8.193 eV
HOMO level = -0.30863 Ha



[2]
C4H2O4 | ωB97M-V/def2-TZVPD

Element x y z (Å)
O  -2.747  1.257  -0.063
C  -2.217  0.227  -0.122
O  -2.952  -0.905  -0.161
C  -0.738  -0.139  0.078
C  0.435  -0.401  0.474
C  1.994  -0.121  0.149
O  3.150  -0.778  -0.299
O  2.173  1.310  0.007
H  -2.268  -1.660  0.333
H  3.170  1.211  -0.396

## Properties
Relative energy (zero: lowest compared OMol25 entry of this formula, charge and spin) = 402.7 kJ/mol
Total charge = 0
SMILES string = O=C(O)C#CC(=O)O
2S+1 = 1
Orbital gap = 9.916 eV
HOMO level = -0.41917 Ha



[3]
C25H45ClP2Ru | ωB97M-V/def2-TZVPD

Element x y z (Å)
Ru  -1.982  -0.369  -1.482
C  2.469  2.503  -0.900
C  1.755  2.933  0.247
C  3.693  1.909  0.958
C  3.636  1.824  -0.461
C  2.533  2.595  1.397
C  2.128  2.777  -2.315
H  1.279  3.464  -2.388
H  1.879  1.853  -2.860
H  2.989  3.243  -2.825
C  4.660  1.209  -1.330
H  4.221  0.954  -2.306
H  5.060  0.289  -0.873
H  5.512  1.891  -1.510
C  4.825  1.453  1.790
H  5.616  2.220  1.825
H  5.268  0.541  1.371
H  4.504  1.260  2.822
C  2.223  2.970  2.795
H  2.881  3.783  3.147
H  2.363  2.111  3.471
H  1.186  3.319  2.879
C  0.468  3.658  0.261
H  0.604  4.753  0.326
H  -0.145  3.350  1.123
H  -0.100  3.450  -0.657
C  -3.066  -2.014  -1.856
C  -3.421  -0.884  -2.688
C  -4.534  0.040  -2.308
C  -4.324  0.977  -1.066
C  -3.040  0.795  -0.325
C  -2.728  -0.428  0.373
C  -3.792  -1.486  0.540
C  -3.927  -2.424  -0.676
H  -5.447  -0.542  -2.137
H  -5.171  0.877  -0.373
H  -4.664  0.717  -3.158
H  -4.991  -2.502  -0.960
H  -2.536  -2.823  -2.370
H  -3.076  -0.935  -3.724
H  -3.623  -3.433  -0.367
H  -3.551  -2.094  1.418
H  -2.031  -0.327  1.218
H  -4.763  -1.017  0.749
H  -4.328  2.020  -1.421
H  -2.503  1.667  0.065
P  -0.424  -2.435  -0.888
P  0.713  -1.254  2.328
C  -0.507  -3.369  0.693
C  -0.050  -2.915  2.093
H  0.001  -4.328  0.487
H  -1.591  -3.564  0.758
H  -0.941  -2.934  2.748
H  0.682  -3.632  2.500
C  2.430  -1.454  2.850
H  2.963  -0.535  2.564
H  2.887  -2.312  2.335
H  2.446  -1.587  3.935
C  -0.308  -0.567  3.657
H  -0.798  -1.404  4.182
H  -1.072  0.093  3.209
H  0.344  0.002  4.336
C  -0.151  -3.675  -2.192
H  0.123  -3.215  -3.155
H  -1.124  -4.180  -2.306
H  0.603  -4.413  -1.894
C  -1.201  1.189  -2.562
H  -0.472  1.814  -2.023
H  -2.033  1.819  -2.905
H  -0.728  0.699  -3.421
Cl  2.281  -1.995  -0.686
C  0.752  -1.090  -0.708
H  0.536  -0.480  0.216
H  0.628  -0.406  -1.587

## Properties
Relative energy (zero: lowest compared OMol25 entry of this formula, charge and spin) = 291.9 kJ/mol
Total charge = +2
2S+1 = 5
Orbital gap (spin up / spin down) = 6.333 / 4.968 eV
HOMO level (spin up / spin down) = -0.45637 / -0.47779 Ha



[4]
C3H3ClN2S | ωB97M-V/def2-TZVPD

Element x y z (Å)
C  -1.484  1.217  0.552
C  0.236  0.247  -0.754
C  -0.987  0.023  -0.059
N  -1.913  2.067  1.183
N  1.033  0.432  -1.581
S  3.099  -0.330  1.291
Cl  3.732  0.630  -0.419
H  -0.858  -0.572  0.816
H  -1.756  -0.407  -0.808
H  2.104  0.454  -1.591

## Properties
Relative energy (zero: lowest compared OMol25 entry of this formula, charge and spin) = 365.7 kJ/mol
Total charge = 0
2S+1 = 1
Orbital gap = 6.021 eV
HOMO level = -0.27498 Ha



[5]
C24H30N4O5S | ωB97M-V/def2-TZVPD

Element x y z (Å)
C  -1.866  3.771  3.383
C  -0.386  3.635  3.041
C  -0.063  2.309  2.348
C  -0.104  1.090  3.289
N  1.205  0.671  3.757
C  1.670  1.262  4.994
C  2.059  -0.097  3.060
O  3.169  -0.401  3.466
C  1.602  -0.640  1.700
C  0.886  -1.997  1.856
C  0.167  -2.349  0.586
C  0.829  -3.005  -0.444
C  0.165  -3.329  -1.614
C  -1.170  -2.998  -1.773
C  -1.831  -2.322  -0.763
C  -1.166  -1.997  0.406
N  2.775  -0.793  0.862
S  3.127  0.585  -0.018
O  4.472  0.476  -0.491
O  2.726  1.771  0.688
C  1.986  0.298  -1.361
C  2.376  -0.505  -2.421
C  1.467  -0.869  -3.391
C  0.126  -0.474  -3.283
C  -0.253  0.338  -2.204
C  0.690  0.740  -1.262
C  -1.650  0.726  -2.019
O  -2.061  1.384  -1.087
N  -2.511  0.260  -2.995
C  -3.912  0.618  -2.843
C  -2.163  -0.528  -4.075
O  -2.985  -0.908  -4.878
N  -0.826  -0.862  -4.194
C  -0.463  -1.697  -5.323
H  -2.187  2.997  4.077
H  -2.468  3.690  2.482
H  -2.061  4.738  3.842
H  0.212  3.740  3.948
H  -0.106  4.448  2.370
H  0.932  2.372  1.903
H  -0.787  2.163  1.543
H  -0.589  0.248  2.792
H  -0.694  1.326  4.178
H  0.950  1.073  5.793
H  2.625  0.808  5.248
H  1.808  2.338  4.878
H  0.944  0.066  1.198
H  1.636  -2.751  2.096
H  0.180  -1.936  2.685
H  1.868  -3.267  -0.319
H  0.690  -3.857  -2.397
H  -1.698  -3.271  -2.676
H  -2.873  -2.060  -0.879
H  -1.695  -1.477  1.191
H  3.570  -1.065  1.435
H  3.404  -0.825  -2.467
H  1.793  -1.477  -4.217
H  0.384  1.405  -0.470
H  -4.017  1.702  -2.888
H  -4.476  0.148  -3.644
H  -4.268  0.276  -1.871
H  -0.062  -2.650  -4.978
H  -1.368  -1.875  -5.901
H  0.270  -1.190  -5.950

## Properties
Relative energy (zero: lowest compared OMol25 entry of this formula, charge and spin) = 64.6 kJ/mol
Total charge = 0
SMILES string = CCCCN(C)C(=O)[C@H](Cc1ccccc1)NS(=O)(=O)c1ccc2c(c1)c(=O)n(C)c(=O)n2C
2S+1 = 1
Orbital gap = 8.992 eV
HOMO level = -0.33290 Ha



[6]
C11H9NO2 | ωB97M-V/def2-TZVPD

Element x y z (Å)
C  -2.175  1.824  1.574
C  -1.439  1.333  0.738
C  3.206  -0.220  0.333
C  2.829  1.100  -0.030
C  2.262  -1.223  0.288
C  1.541  1.487  -0.412
C  0.970  -0.878  -0.077
C  0.615  0.424  -0.359
C  -0.228  -1.713  0.007
C  -0.845  0.738  -0.423
C  -2.738  -1.288  -0.182
N  -1.349  -1.061  -0.293
O  -0.198  -2.870  0.378
O  -1.396  1.235  -1.577
H  -2.795  2.446  2.146
H  4.257  -0.453  0.671
H  3.670  1.750  0.021
H  2.344  -2.205  0.556
H  1.377  2.459  -0.543
H  -3.315  -0.259  -0.212
H  -2.979  -1.710  -1.146
H  -2.835  -1.965  0.783
H  -0.779  1.047  -2.241

## Properties
Relative energy (zero: lowest compared OMol25 entry of this formula, charge and spin) = 111.6 kJ/mol
Total charge = 0
2S+1 = 1
Orbital gap = 9.403 eV
HOMO level = -0.32956 Ha



[7]
C4H9ClNOP | ωB97M-V/def2-TZVPD

Element x y z (Å)
C  0.836  0.253  -0.656
C  0.957  1.770  -0.794
C  -0.271  -1.805  1.351
C  -0.800  -1.409  -0.047
N  -0.487  -0.106  -0.520
O  0.474  2.375  0.370
P  -1.053  1.845  0.749
Cl  -2.163  2.451  -0.724
H  1.326  -0.178  -1.534
H  1.402  0.067  0.310
H  1.938  2.116  -0.929
H  0.389  2.100  -1.653
H  -0.780  -1.353  2.202
H  -0.592  -2.889  1.523
H  0.886  -1.649  1.323
H  -0.242  -2.029  -0.848
H  -1.818  -1.560  -0.122

## Properties
Relative energy (zero: lowest compared OMol25 entry of this formula, charge and spin) = 164.9 kJ/mol
Total charge = 0
2S+1 = 1
Orbital gap = 8.093 eV
HOMO level = -0.29742 Ha



[8]
C10H11NO3S | ωB97M-V/def2-TZVPD

Element x y z (Å)
C  -3.935  -0.556  -1.397
C  -3.691  -0.046  -0.124
C  -2.804  -0.890  -2.208
C  -2.375  0.085  0.401
C  -1.543  -0.764  -1.687
C  -1.339  -0.134  -0.430
C  0.557  0.510  1.265
C  2.061  0.399  0.957
C  2.797  1.702  0.587
C  2.804  -0.547  1.830
N  -0.004  -0.002  -0.030
O  -0.067  0.891  2.197
O  1.787  -1.715  -0.826
O  1.607  0.392  -1.956
S  1.473  -0.358  -0.765
H  -4.825  -0.812  -1.809
H  -4.598  0.141  0.548
H  -3.034  -1.399  -3.215
H  -2.161  0.362  1.489
H  -0.755  -1.120  -2.184
H  2.388  2.432  -0.097
H  3.625  1.434  0.046
H  3.108  2.115  1.447
H  3.819  -0.272  1.613
H  2.645  -1.489  1.585
H  2.459  -0.357  2.763

## Properties
Relative energy (zero: lowest compared OMol25 entry of this formula, charge and spin) = 248.4 kJ/mol
Total charge = 0
2S+1 = 3
Orbital gap (spin up / spin down) = 5.444 / 6.703 eV
HOMO level (spin up / spin down) = -0.17811 / -0.34566 Ha